Entry w
C2H6N2O2 | the ωB97M-V functional and the def2-TZVPD basis

Last column: natural (NBO) charge in e.
CARTESIAN COORDINATES (ANGSTROEM)
N (0.458, 0.237, -1.340)  -0.821
H (0.770, 0.999, -1.938)  0.404
H (0.658, -0.755, -1.564)  0.396
H (0.220, -1.440, 0.769)  0.215
O (-2.240, -0.010, -1.749)  -0.393
C (-0.309, 0.491, -0.221)  0.094
C (0.070, -0.352, 1.003)  -0.640
N (-2.020, 0.193, -0.570)  0.475
H (0.897, 0.078, 1.389)  0.224
H (-0.420, 1.628, -0.219)  0.217
O (-2.857, 0.048, 0.320)  -0.415
H (-0.808, -0.408, 1.539)  0.244

Results
Highest occupied orbital energy = -0.3474 hartree
M = 90.1 g/mol
Charge = 0
Structure (SMILES) = C[C@@H](N)[N+](=O)[O-]



Entry x
C2H6N2O2 | the ωB97M-V functional and the def2-TZVPD basis

Last column: natural (NBO) charge in e.
CARTESIAN COORDINATES (ANGSTROEM)
H (-1.859, 5.862, -0.786)  0.095
O (-2.855, 4.429, 0.224)  -0.555
H (-1.747, 4.695, -2.685)  0.377
C (-2.393, 4.894, -0.781)  0.531
N (2.428, -4.897, 2.060)  -0.839
H (-3.199, 3.913, -2.473)  0.402
O (3.226, -3.780, 0.264)  -0.582
H (1.641, -5.196, 2.605)  0.393
H (3.328, -4.956, 2.506)  0.397
N (-2.365, 4.265, -2.010)  -0.851
H (1.439, -4.799, 0.298)  0.102
C (2.356, -4.431, 0.779)  0.528

Results
Highest occupied orbital energy = -0.3745 hartree
M = 90.1 g/mol
Charge = 0
Structure (SMILES) = NC=O.NC=O



Relative to the most stable one, in kcal/mol, the structures come out at entry w 80.5; entry x 0.0.



Entry w
C2H6N2O2 | the ωB97M-V functional and the def2-TZVPD basis

Last column: natural (NBO) charge in e.
CARTESIAN COORDINATES (ANGSTROEM)
N (1.497, -0.221, 0.551)  -0.868
N (-1.096, 0.173, -1.973)  -0.498
H (2.077, -0.890, 0.060)  0.390
H (1.942, 0.689, 0.492)  0.382
C (-0.877, 0.434, 0.820)  0.156
H (-1.608, 0.816, -1.365)  0.358
H (-1.575, -0.727, -1.910)  0.328
O (0.185, -0.008, -1.374)  -0.396
C (0.185, -0.162, 0.016)  0.123
H (-0.577, -1.065, 0.328)  0.198
H (0.388, 0.349, 2.275)  0.473
O (-0.543, 0.611, 2.079)  -0.647

Results
Highest occupied orbital energy = -0.3263 hartree
M = 90.1 g/mol
Charge = 0



Entry x
C2H6N2O2 | the ωB97M-V functional and the def2-TZVPD basis

Last column: natural (NBO) charge in e.
CARTESIAN COORDINATES (ANGSTROEM)
O (-1.730, -0.926, -0.262)  -0.556
H (1.631, -1.552, 1.109)  0.236
H (-1.479, 1.708, -1.052)  0.231
O (1.252, 0.973, 0.004)  -0.463
C (1.331, -1.325, 0.031)  -0.476
C (-1.266, 1.354, -0.054)  -0.449
N (0.582, -0.055, -0.013)  0.315
H (-0.676, 2.057, 0.550)  0.231
H (-2.189, 1.226, 0.441)  0.234
N (-0.699, 0.000, -0.030)  0.206
H (2.308, -1.205, -0.431)  0.243
H (0.935, -2.255, -0.294)  0.249

Results
Highest occupied orbital energy (alpha / beta) = -0.3207 / -0.3207 hartree
M = 90.1 g/mol
Charge = 0



Entry y
C2H6N2O2 | the ωB97M-V functional and the def2-TZVPD basis

Last column: natural (NBO) charge in e.
CARTESIAN COORDINATES (ANGSTROEM)
N (1.333, -0.570, 1.233)  -0.690
H (-1.406, 0.868, 0.379)  0.163
H (-1.806, -1.382, -0.366)  0.513
H (2.131, 1.516, 0.113)  0.409
O (-1.084, -0.256, -1.346)  -0.771
C (0.675, 0.143, 0.421)  0.367
C (-0.818, -0.033, 0.144)  0.316
N (1.215, 1.236, -0.197)  -0.825
H (0.760, -1.314, 1.624)  0.363
H (-0.353, -0.752, -1.748)  0.484
O (-1.306, -1.215, 0.597)  -0.729
H (0.661, 1.758, -0.854)  0.401

Results
Highest occupied orbital energy = -0.3490 hartree
M = 90.1 g/mol
Charge = 0
Structure (SMILES) = [H]/N=C(/N)C(O)O



Relative to the most stable one, in kcal/mol, the structures come out at entry w 87.7; entry x 103.4; entry y 0.0.



Entry w
C2H6N2O2 | the ωB97M-V functional and the def2-TZVPD basis

Last column: natural (NBO) charge in e.
CARTESIAN COORDINATES (ANGSTROEM)
O (2.284, -0.415, 0.626)  -0.422
H (-0.562, -0.180, -2.293)  0.094
C (-1.185, -0.172, -1.473)  0.294
N (0.634, 0.683, -0.509)  -0.488
H (-1.440, 0.791, -1.234)  0.118
O (-1.526, -1.197, -0.925)  -0.565
C (0.177, -0.103, 1.505)  -0.485
H (-0.723, -0.642, 1.089)  0.276
H (-0.502, 0.796, 1.772)  0.239
H (1.233, 0.877, -1.407)  0.371
H (0.459, -0.547, 2.347)  0.225
N (1.151, 0.108, 0.503)  0.342

Results
Highest occupied orbital energy = -0.3627 hartree
M = 90.1 g/mol
Charge = 0
Structure (SMILES) = [H]/N=[N+](/C)[O-].C=O



Entry x
C2H6N2O2 | the ωB97M-V functional and the def2-TZVPD basis

Last column: natural (NBO) charge in e.
CARTESIAN COORDINATES (ANGSTROEM)
C (0.475, -0.520, -0.501)  0.828
O (-0.433, -1.260, -1.156)  -0.692
H (-2.028, 1.339, 0.746)  0.318
H (-0.531, -0.942, -2.066)  0.493
H (0.221, 2.066, -0.649)  0.342
O (1.096, 0.364, -1.042)  -0.658
N (-0.678, 2.254, -0.158)  -0.285
H (1.129, -0.235, 1.510)  0.236
H (1.407, -1.853, 0.849)  0.236
N (-1.132, 1.188, 0.253)  -0.337
H (-0.230, -1.380, 1.317)  0.235
C (0.704, -1.022, 0.896)  -0.716

Results
Highest occupied orbital energy = -0.3427 hartree
M = 90.1 g/mol
Charge = 0
Structure (SMILES) = [H]/N=N/[H].CC(=O)O



Entry y
C2H6N2O2 | the ωB97M-V functional and the def2-TZVPD basis

Last column: natural (NBO) charge in e.
CARTESIAN COORDINATES (ANGSTROEM)
H (-2.262, 1.452, 0.761)  0.216
H (-2.911, 0.450, -0.603)  0.223
N (-0.208, -0.780, 0.309)  0.544
O (0.724, 0.237, -0.221)  -0.406
H (2.550, 0.618, 0.071)  0.185
C (-1.995, 0.783, -0.038)  -0.462
C (1.957, -0.220, -0.203)  -0.281
O (0.312, -1.762, 0.750)  -0.403
H (2.310, -0.464, -1.146)  0.168
H (2.139, -1.056, 0.536)  0.227
N (-1.404, -0.548, 0.332)  -0.226
H (-1.212, 1.290, -0.547)  0.216

Results
Highest occupied orbital energy = -0.3670 hartree
M = 90.1 g/mol
Charge = 0
Structure (SMILES) = C/N=[N+](/[O-])OC



Relative to the most stable one, in kcal/mol, the structures come out at entry w 87.1; entry x 0.0; entry y 91.3.



Entry w
C5H7N | the ωB97M-V functional and the def2-TZVPD basis

Last column: natural (NBO) charge in e.
CARTESIAN COORDINATES (ANGSTROEM)
C (0.316, -0.313, -1.562)  -0.611
C (1.096, -0.606, 1.598)  0.286
N (1.839, -1.310, 2.140)  -0.327
H (-0.195, 1.622, -0.685)  0.219
C (-1.183, 0.074, 0.531)  -0.385
C (-0.142, 0.568, -0.422)  -0.187
C (0.204, 0.387, 1.045)  -0.354
H (-1.458, -0.974, 0.440)  0.225
H (-0.333, -0.119, -2.425)  0.219
H (0.287, 1.316, 1.602)  0.254
H (-1.986, 0.728, 0.855)  0.225
H (1.346, -0.107, -1.866)  0.220
H (0.232, -1.378, -1.322)  0.216

Results
Highest occupied orbital energy = -0.3893 hartree
M = 81.1 g/mol
Charge = 0
Structure (SMILES) = C[C@H]1C[C@H]1C#N



Entry x
C5H7N | the ωB97M-V functional and the def2-TZVPD basis

Last column: natural (NBO) charge in e.
CARTESIAN COORDINATES (ANGSTROEM)
C (-1.912, -0.399, 0.443)  0.135
H (0.478, -1.335, 0.937)  0.219
C (1.097, -0.707, 0.302)  -0.423
H (-0.091, -1.244, -1.495)  0.228
C (0.456, 0.518, -0.280)  -0.271
C (0.771, -0.667, -1.161)  -0.407
H (1.589, -0.593, -1.871)  0.214
H (-1.453, 1.571, -0.602)  0.190
C (-0.993, 0.779, -0.013)  -0.155
H (1.082, 1.405, -0.371)  0.217
H (2.139, -0.639, 0.604)  0.218
N (-1.585, 0.547, 1.261)  -0.576
H (-1.578, 0.763, 2.247)  0.411

Results
Highest occupied orbital energy = -0.3290 hartree
M = 81.1 g/mol
Charge = 0



Relative to the most stable one, in kcal/mol, the structures come out at entry w 0.0; entry x 69.6.



Entry w
C5H7N | the ωB97M-V functional and the def2-TZVPD basis

Last column: natural (NBO) charge in e.
CARTESIAN COORDINATES (ANGSTROEM)
H (0.961, 2.485, -0.481)  0.415
H (-1.189, 1.660, 0.321)  0.211
H (-1.672, -1.350, -0.906)  0.212
C (-0.329, 1.024, 0.135)  0.122
C (-0.117, -0.439, 0.321)  -0.401
N (0.796, 1.497, -0.311)  -0.431
C (-1.317, -1.364, 0.132)  -0.591
H (-2.159, -1.096, 0.785)  0.200
C (1.759, 0.456, -0.528)  -0.262
H (-1.005, -2.385, 0.366)  0.234
C (1.248, -0.782, -0.269)  -0.207
H (0.203, -0.477, 1.390)  0.296
H (2.740, 0.782, -0.865)  0.202

Results
Highest occupied orbital energy = -0.2737 hartree
M = 81.1 g/mol
Charge = 0



Entry x
C5H7N | the ωB97M-V functional and the def2-TZVPD basis

Last column: natural (NBO) charge in e.
CARTESIAN COORDINATES (ANGSTROEM)
C (-0.308, 0.701, 1.152)  -0.074
C (-1.824, -0.470, -0.540)  -0.624
H (-2.079, 0.178, -1.388)  0.230
H (2.782, 0.180, -0.577)  0.202
H (-2.654, -0.420, 0.171)  0.218
H (-0.902, 0.366, 2.032)  0.216
C (0.691, -0.330, -0.694)  -0.390
N (1.579, 0.762, 1.097)  -0.609
C (-0.483, -0.037, 0.012)  -0.060
C (1.802, 0.194, -0.089)  0.050
H (0.704, -0.889, -1.611)  0.215
H (-1.756, -1.497, -0.918)  0.223
H (2.436, 1.283, 1.397)  0.403

Results
Highest occupied orbital energy = -0.2929 hartree
M = 81.1 g/mol
Charge = 0



Relative to the most stable one, in kcal/mol, the structures come out at entry w 14.6; entry x 0.0.



Entry w
C5H7N | the ωB97M-V functional and the def2-TZVPD basis

Last column: natural (NBO) charge in e.
CARTESIAN COORDINATES (ANGSTROEM)
C (-0.772, -0.328, -0.153)  -0.320
H (-0.037, -0.116, 1.961)  0.214
C (-0.326, 1.107, 0.095)  -0.205
C (0.643, -0.678, -0.493)  0.332
H (-1.672, -0.708, -0.628)  0.230
H (0.544, -2.479, -0.882)  0.332
N (1.243, -1.732, -0.845)  -0.616
H (1.895, 0.945, 0.451)  0.218
C (1.117, 0.763, -0.298)  -0.466
C (-0.763, 0.254, 1.238)  -0.403
H (1.422, 1.208, -1.251)  0.232
H (-0.861, 2.003, -0.196)  0.225
H (-1.744, 0.466, 1.653)  0.227

Results
Highest occupied orbital energy = -0.3594 hartree
M = 81.1 g/mol
Charge = 0
Structure (SMILES) = [H]/N=C1/C[C@@H]2C[C@H]12



Entry x
C5H7N | the ωB97M-V functional and the def2-TZVPD basis

Last column: natural (NBO) charge in e.
CARTESIAN COORDINATES (ANGSTROEM)
H (-0.704, 1.609, 0.904)  0.393
H (1.175, 2.459, -0.354)  0.211
H (-2.067, -0.331, 1.663)  0.212
N (-0.283, 1.034, 0.174)  -0.386
C (0.940, 1.403, -0.307)  -0.287
H (3.312, -1.384, -0.661)  0.231
H (-0.514, -0.550, -1.060)  0.204
C (-1.707, -0.898, 0.797)  -0.663
H (-2.569, -1.343, 0.295)  0.224
C (2.617, -0.573, -0.679)  -0.303
H (-1.094, -1.729, 1.184)  0.230
C (-0.884, -0.096, -0.147)  0.002
C (1.861, 0.372, -0.570)  -0.069

Results
Highest occupied orbital energy (alpha / beta) = -0.2393 / -0.2411 hartree
M = 81.1 g/mol
Charge = 0



Entry y
C5H7N | the ωB97M-V functional and the def2-TZVPD basis

Last column: natural (NBO) charge in e.
CARTESIAN COORDINATES (ANGSTROEM)
N (-0.602, 0.223, 1.222)  -0.595
C (-1.127, -0.176, -0.815)  -0.367
H (1.932, -1.440, -0.242)  0.224
H (1.876, 1.348, -0.532)  0.210
C (-0.269, -0.971, 0.311)  -0.100
C (-0.357, 1.001, 0.033)  -0.094
C (1.234, -0.632, 0.002)  -0.240
H (0.247, 0.326, 1.891)  0.344
H (-0.854, -0.424, -1.822)  0.204
H (-0.499, -1.917, 0.757)  0.204
H (-0.526, 2.136, 0.045)  0.203
C (1.144, 0.677, -0.206)  -0.210
H (-2.197, -0.150, -0.643)  0.218

Results
Highest occupied orbital energy = -0.3182 hartree
M = 81.1 g/mol
Charge = 0



Entry z
C5H7N | the ωB97M-V functional and the def2-TZVPD basis

Last column: natural (NBO) charge in e.
CARTESIAN COORDINATES (ANGSTROEM)
C (1.616, 0.510, -0.215)  -0.281
C (0.434, 0.787, -0.827)  -0.055
C (-2.263, 0.436, 0.225)  -0.440
C (0.191, -1.172, 0.259)  -0.055
H (2.212, -1.242, 1.072)  0.228
C (1.461, -0.738, 0.478)  -0.281
H (2.507, 1.123, -0.241)  0.228
H (-2.150, -0.120, 1.173)  0.131
H (-1.865, 1.441, 0.445)  0.134
H (-1.386, -0.361, -0.977)  0.471
N (-0.458, -0.234, -0.529)  -0.524
H (0.127, 1.619, -1.444)  0.223
H (-0.331, -2.059, 0.590)  0.221

Results
Highest occupied orbital energy = -0.3272 hartree
M = 81.1 g/mol
Charge = 0



Relative to the most stable one, in kcal/mol, the structures come out at entry w 0.0; entry x 49.2; entry y 28.4; entry z 61.3.